#1
{
  "formula": "C3H6O",
  "method": "ωB97M-V/def2-TZVPD",
  "e_homo_ev": -8.81,
  "smiles": "C=C(C)O",
  "homo_lumo_gap_ha": 0.357,
  "elements": ["C", "C", "C", "O", "H", "H", "H", "H", "H", "H"],
  "xyz": [[1.08044, 0.25208, 0.94237], [0.11212, -0.34165, 0.25562], [-0.84539, 0.44483, -0.59992], [0.15669, -1.67969, -0.02668], [1.22847, 1.33091, 0.98603], [1.84842, -0.21119, 1.54360], [-0.47484, 0.40790, -1.62206], [-1.88727, 0.19477, -0.41604], [-0.63933, 1.50705, -0.45133], [-0.57933, -1.90500, -0.61157]],
  "nbo_charge": [-0.512, 0.317, -0.691, -0.676, 0.200, 0.208, 0.225, 0.221, 0.233, 0.476]
}

---

#2
{
  "formula": "C3H6O",
  "method": "ωB97M-V/def2-TZVPD",
  "e_homo_ev": -10.21,
  "smiles": "C[C@H]1CO1",
  "homo_lumo_gap_ha": 0.419,
  "elements": ["C", "C", "C", "O", "H", "H", "H", "H", "H", "H"],
  "xyz": [[-1.22566, 0.10940, -0.18353], [0.11380, 0.16192, 0.43487], [1.33247, -0.40117, -0.10403], [1.08505, 0.99574, -0.23440], [-1.30298, -0.43975, -1.18046], [-1.59289, 1.21879, -0.28031], [-1.91658, -0.47905, 0.53295], [0.08853, 0.42684, 1.49732], [1.25772, -0.91889, -1.01954], [2.16053, -0.67383, 0.53715]],
  "nbo_charge": [-0.640, 0.034, -0.106, -0.501, 0.220, 0.232, 0.218, 0.182, 0.178, 0.183]
}

---

#3
{
  "formula": "C3H6O",
  "method": "ωB97M-V/def2-TZVPD",
  "e_homo_ev": -9.68,
  "homo_lumo_gap_ha": 0.399,
  "elements": ["C", "C", "C", "O", "H", "H", "H", "H", "H", "H"],
  "xyz": [[-1.22155, 0.25917, 0.06222], [0.10523, -0.38643, -0.22663], [1.34475, 0.40918, -0.29588], [0.91828, -0.71181, 0.89557], [-1.87845, -0.43537, 0.59506], [-1.71213, 0.55168, -0.87294], [-1.08043, 1.15781, 0.67087], [0.05437, -1.27763, -0.85580], [2.12027, -0.06166, -0.93103], [1.34966, 0.49506, 0.95855]],
  "nbo_charge": [-0.634, 0.022, -0.269, -0.538, 0.217, 0.219, 0.220, 0.193, 0.185, 0.384]
}

---

Best to worst by energy: #1, #2, #3.

---

#1
{
  "formula": "C3H6O",
  "method": "ωB97M-V/def2-TZVPD",
  "e_homo_ev": -9.77,
  "smiles": "CCC=O",
  "homo_lumo_gap_ha": 0.394,
  "elements": ["C", "C", "C", "O", "H", "H", "H", "H", "H", "H"],
  "xyz": [[-0.28276, 0.18734, 1.20460], [0.50770, 0.09462, -0.12436], [-0.24157, -0.24429, -1.35393], [-1.35603, -0.69799, -1.43894], [-0.95552, 1.06912, 1.21880], [0.37954, 0.30012, 2.06850], [-0.92697, -0.68058, 1.36421], [1.17118, 0.95185, -0.26159], [1.20863, -0.72708, -0.48733], [0.49580, -0.25310, -2.18996]],
  "nbo_charge": [-0.623, -0.502, 0.432, -0.537, 0.223, 0.216, 0.228, 0.230, 0.243, 0.089]
}

---

#2
{
  "formula": "C3H6O",
  "method": "ωB97M-V/def2-TZVPD",
  "e_homo_ev": -8.73,
  "smiles": "C=COC",
  "homo_lumo_gap_ha": 0.360,
  "elements": ["C", "C", "O", "C", "H", "H", "H", "H", "H", "H"],
  "xyz": [[1.99473, -0.26226, 0.08269], [0.78764, 0.28155, -0.05494], [-0.27871, -0.53464, -0.15253], [-1.66356, -0.10431, 0.04423], [2.82255, 0.44469, -0.09558], [2.08211, -1.30359, -0.01906], [0.43633, 1.33655, -0.11812], [-2.03853, -0.63743, 0.89509], [-1.82706, 0.98636, 0.26490], [-2.31551, -0.20692, -0.84667]],
  "nbo_charge": [-0.529, 0.163, -0.532, -0.255, 0.210, 0.214, 0.169, 0.193, 0.175, 0.191]
}

---

#3
{
  "formula": "C3H6O",
  "method": "ωB97M-V/def2-TZVPD",
  "e_homo_ev": -10.11,
  "smiles": "C[C@H]1CO1",
  "homo_lumo_gap_ha": 0.415,
  "elements": ["C", "C", "C", "O", "H", "H", "H", "H", "H", "H"],
  "xyz": [[1.20940, -0.08097, -0.19261], [-0.14942, -0.40397, 0.46656], [-1.19779, 0.44797, -0.04031], [-1.02992, -0.94703, -0.40559], [1.04734, 0.61850, -1.01845], [1.72161, -1.02337, -0.67584], [1.81293, 0.44422, 0.68691], [-0.16041, -0.84300, 1.45352], [-1.10386, 1.28153, -0.74054], [-2.14987, 0.50612, 0.46635]],
  "nbo_charge": [-0.632, 0.054, -0.132, -0.487, 0.211, 0.224, 0.210, 0.182, 0.187, 0.184]
}

---

Best to worst by energy: #1, #2, #3.